Formula: C4H8O3
Source: the OMol25 dataset
Level of theory: ωB97M-V/def2-TZVPD

Summary:
M (u): 104.1
Structure (SMILES): O=CC[C@H]1CO1.O
Energy above the lowest of the compared OMol25 structures with the same formula, charge and spin (kJ/mol): 261.8
Kohn-Sham gap (hartree): 0.395
E (hartree): -382.86510
HOMO energy (eV): -9.97

Geometry as ORCA input:
```
! wB97M-V def2-TZVPD RIJCOSX def2/J DEFGRID3
* xyz 0 1
O 4.416 -1.247 -0.035
C 3.285 -0.839 0.100
C 2.132 -1.694 0.550
C 0.861 -1.422 -0.215
C -0.447 -1.520 0.439
O 0.184 -0.209 0.108
H 3.050 0.235 -0.081
H 2.408 -2.755 0.467
H 1.968 -1.467 1.617
H 0.900 -1.627 -1.290
H -1.297 -1.829 -0.176
H -0.468 -1.778 1.501
O -2.294 0.754 1.113
H -1.408 1.222 0.921
H -2.352 0.647 2.067
*
```

Löwdin atomic charge list, values in e, 8 entries: 0.05, -0.25, -0.11, -0.34, -0.07, -0.08, 0.13, 0.13